(1)
DFT (ωB97M-V with the def2-TZVPD basis set) results for C25H32CaFI2N5O3S2 as an isolated structure at a distorted geometry.

Structure (XYZ):
```
71
Properties=species:S:1:pos:R:3:mulliken_charge:R:1
Ca -1.481 2.067 2.189 1.151
I -3.598 6.554 2.646 0.036
C -1.588 6.360 2.033 -0.222
I -1.343 5.834 0.005 0.008
H -1.154 5.559 2.637 -0.276
H -1.119 7.324 2.169 0.405
C 1.787 -4.271 0.956 -1.029
C 0.382 -4.263 0.377 -0.943
N -0.155 -2.905 0.213 0.098
C -1.004 -2.416 1.165 -0.124
C -1.424 -1.139 1.255 0.100
C -2.405 -0.686 2.348 0.009
O -3.519 -1.203 2.352 -0.707
O -1.931 0.212 3.118 -0.875
C -0.960 -0.194 0.270 1.978
O -1.240 0.999 0.259 -1.020
C -0.090 -0.738 -0.801 0.423
C 0.358 0.128 -1.784 -0.644
C 1.166 -0.341 -2.771 0.445
F 1.575 0.492 -3.764 -0.355
C 1.590 -1.681 -2.794 -1.351
C 1.154 -2.532 -1.817 -0.864
C 0.295 -2.076 -0.794 0.408
N 2.461 -2.185 -3.814 0.317
C 3.482 -1.299 -4.359 -0.636
C 4.575 -2.140 -4.975 -0.905
N 3.943 -2.989 -6.065 -0.174
C 2.840 -3.866 -5.507 -0.703
C 1.816 -2.968 -4.854 -0.503
H 2.173 -5.291 0.999 0.369
H 1.786 -3.860 1.967 0.342
H 2.470 -3.666 0.357 0.320
H -0.306 -4.785 1.037 0.468
H 0.342 -4.779 -0.583 0.365
H -1.342 -3.152 1.885 0.406
H 0.061 1.171 -1.739 0.614
H 1.521 -3.551 -1.828 0.467
H 3.914 -0.698 -3.562 0.509
H 3.086 -0.606 -5.112 0.440
H 5.010 -2.826 -4.253 0.363
H 5.354 -1.540 -5.440 0.412
H 4.644 -3.547 -6.551 0.345
H 3.529 -2.354 -6.752 0.397
H 3.307 -4.516 -4.772 0.357
H 2.437 -4.455 -6.328 0.392
H 1.034 -3.589 -4.421 0.456
H 1.345 -2.325 -5.615 0.246
C 3.015 2.892 3.766 -1.514
C 1.533 3.115 3.485 0.485
S 1.054 2.956 1.747 -0.501
C 0.696 3.406 4.491 0.464
C 1.221 3.500 5.915 -1.464
S -1.085 3.677 4.350 -0.523
H 3.545 2.693 2.835 0.303
H 3.182 2.040 4.435 0.291
H 3.482 3.764 4.235 0.323
H 2.252 3.850 5.965 0.338
H 1.180 2.526 6.419 0.236
H 0.598 4.180 6.498 0.359
C -6.673 0.659 1.957 -0.866
N -5.611 1.566 1.537 0.176
C -5.472 2.204 0.318 -0.174
C -4.281 2.854 0.374 -0.816
N -3.681 2.626 1.603 -0.287
C -4.517 1.847 2.265 -0.352
H -7.452 0.660 1.200 0.303
H -7.098 0.992 2.901 0.328
H -6.271 -0.345 2.073 0.306
H -6.229 2.139 -0.445 0.425
H -3.809 3.475 -0.370 0.330
H -4.358 1.459 3.261 0.510
```

Properties
* ΔE to the lowest compared entry with this formula, charge and spin: 3.919 eV

(2)
DFT (ωB97M-V with the def2-TZVPD basis set) results for C25H32Cl5N6OSTi as an isolated structure at a distorted geometry.

Structure (XYZ):
```
71
Properties=species:S:1:pos:R:3:lowdin_spin:R:1
Ti -0.338 -0.530 -0.580 1.756
Cl 0.848 -1.850 -3.198 0.010
C 1.531 -0.255 -2.968 0.015
C 1.186 0.438 -1.839 0.011
C 1.695 1.792 -1.897 0.009
Cl 1.716 2.756 -0.397 0.007
C 2.425 2.392 -2.864 -0.002
Cl 2.857 4.066 -2.892 -0.001
C 2.719 1.633 -4.017 0.013
Cl 3.838 2.231 -5.156 0.004
C 2.360 0.278 -4.006 -0.002
Cl 2.982 -0.777 -5.253 -0.002
C -2.461 -3.336 0.841 0.008
N -2.087 -2.734 2.119 0.002
C -2.668 -3.261 3.339 0.000
C -2.049 -2.359 4.391 0.000
N -1.814 -1.137 3.617 0.001
C -0.755 -0.285 4.218 0.000
C -1.804 -1.392 2.259 0.006
N -1.563 -0.593 1.267 0.004
C -1.578 0.840 1.486 0.011
C -2.296 1.490 0.296 0.007
N -1.696 1.032 -0.932 0.013
C -1.726 1.668 -2.069 0.006
N -1.854 2.992 -2.332 0.000
C -1.565 4.172 -1.498 0.000
C -1.613 3.194 -3.776 0.000
C -1.871 1.799 -4.359 0.001
N -1.641 0.933 -3.231 0.010
C -2.383 -0.307 -3.265 0.019
H -3.370 -2.891 0.388 0.001
H -2.654 -4.363 1.065 0.000
H -1.639 -3.310 0.152 0.007
H -2.359 -4.270 3.414 0.000
H -3.752 -3.139 3.349 0.000
H -1.134 -2.752 4.735 0.000
H -2.738 -2.238 5.243 0.000
H -0.977 -0.327 5.256 0.000
H -0.737 0.713 3.782 0.000
H 0.240 -0.764 4.070 0.000
H -0.587 1.253 1.621 0.005
H -2.207 1.075 2.357 0.001
H -2.230 2.602 0.432 0.000
H -3.310 1.087 0.366 0.001
H -1.111 3.915 -0.528 0.000
H -2.519 4.733 -1.388 0.000
H -0.808 4.821 -2.019 0.000
H -0.591 3.568 -3.967 0.000
H -2.360 3.892 -4.185 0.000
H -1.267 1.584 -5.191 0.000
H -2.941 1.741 -4.657 0.000
H -2.399 -0.620 -4.327 0.001
H -3.445 -0.139 -2.963 0.000
H -1.913 -1.084 -2.680 0.016
C 2.951 -3.378 0.081 0.003
S 1.814 -2.670 1.238 0.008
O 0.749 -2.057 0.305 0.034
C 2.855 -1.343 1.843 0.002
C 3.638 -1.523 3.004 0.000
C 4.413 -0.485 3.560 0.000
C 4.449 0.725 2.950 0.000
C 3.636 0.936 1.823 0.001
C 2.821 -0.039 1.292 0.006
H 3.796 -3.779 0.627 0.000
H 3.397 -2.725 -0.712 0.000
H 2.428 -4.155 -0.431 0.000
H 3.653 -2.490 3.492 0.000
H 4.975 -0.643 4.456 0.000
H 5.005 1.598 3.194 0.000
H 3.631 1.926 1.293 0.000
H 2.201 0.125 0.355 0.006
```

Properties
* 2S+1: 3
* ΔE to the lowest compared entry with this formula, charge and spin: 0.059 eV
* total charge: +1

(3)
DFT (ωB97M-V with the def2-TZVPD basis set) results for a single C25H32ClN3O3 molecule.

Structure (XYZ):
```
64
Properties=species:S:1:pos:R:3:nbo_charge:R:1
O -2.478 -1.167 -2.875 -0.577
C -3.286 -0.765 -2.065 0.418
C -3.393 -0.813 -0.600 0.108
N -2.569 -1.332 0.332 -0.580
C -1.229 -1.748 -0.015 -0.216
C -0.171 -0.674 0.280 -0.221
C -0.416 0.588 -0.547 -0.413
C 0.656 1.636 -0.275 -0.380
C 2.050 1.087 -0.573 -0.304
C 3.113 2.120 -0.219 0.692
O 2.948 3.007 0.591 -0.633
N 4.276 1.959 -0.897 -0.622
C 5.441 2.767 -0.621 -0.212
C 6.271 2.215 0.552 -0.435
C 6.668 0.790 0.303 -0.032
C 5.988 -0.253 0.921 -0.211
C 6.310 -1.572 0.654 -0.219
C 7.327 -1.854 -0.242 -0.049
Cl 7.737 -3.500 -0.583 0.004
C 8.024 -0.830 -0.865 -0.241
C 7.689 0.483 -0.590 -0.160
C 2.297 -0.181 0.254 -0.390
C 1.221 -1.225 -0.028 -0.397
C -4.651 -0.198 -0.614 0.123
N -5.559 0.195 0.294 -0.396
C -5.572 -0.291 1.655 -0.198
C -6.524 -1.484 1.785 -0.411
C -7.922 -1.074 1.327 -0.400
C -7.866 -0.518 -0.094 -0.411
C -6.862 0.634 -0.168 -0.224
C -4.613 -0.045 -2.080 0.434
O -5.339 0.474 -2.899 -0.570
H -2.717 -1.099 1.304 0.387
H -0.997 -2.656 0.553 0.194
H -1.221 -1.987 -1.079 0.239
H -0.218 -0.415 1.346 0.187
H -0.418 0.324 -1.606 0.214
H -1.397 1.009 -0.311 0.209
H 0.475 2.520 -0.889 0.217
H 0.623 1.951 0.770 0.214
H 2.126 0.841 -1.637 0.206
H 4.408 1.131 -1.456 0.398
H 5.085 3.767 -0.365 0.231
H 6.048 2.815 -1.527 0.196
H 5.668 2.282 1.458 0.225
H 7.155 2.843 0.673 0.218
H 5.200 -0.029 1.624 0.220
H 5.777 -2.376 1.139 0.227
H 8.819 -1.062 -1.556 0.228
H 8.233 1.281 -1.074 0.207
H 3.281 -0.596 0.023 0.211
H 2.281 0.083 1.315 0.204
H 1.411 -2.117 0.573 0.207
H 1.263 -1.515 -1.080 0.203
H -4.563 -0.569 1.959 0.190
H -5.915 0.525 2.302 0.199
H -6.546 -1.827 2.821 0.213
H -6.156 -2.301 1.160 0.204
H -8.594 -1.933 1.367 0.215
H -8.315 -0.310 2.002 0.195
H -8.849 -0.164 -0.404 0.217
H -7.553 -1.302 -0.786 0.205
H -6.770 0.998 -1.191 0.253
H -7.189 1.457 0.477 0.189
```

Properties
* ΔE to the lowest compared entry with this formula, charge and spin: 0.128 eV
* structure (SMILES): O=c1c(NC[C@H]2CC[C@H](C(=O)NCCc3ccc(Cl)cc3)CC2)c(N2CCCCC2)c1=O

(4)
DFT (ωB97M-V with the def2-TZVPD basis set) results for C25H32CoGeN2O2 as an isolated structure.

Structure (XYZ):
```
63
Properties=species:S:1:pos:R:3:lowdin_spin:R:1
Co 0.827 -0.281 -0.366 1.044
C 1.267 -3.277 -0.659 -0.001
O 0.729 -2.025 -1.171 0.017
C -0.357 -2.080 -2.090 0.003
C -0.586 -3.112 -2.971 0.000
C -1.692 -3.021 -3.808 0.005
C -2.537 -1.922 -3.755 -0.001
C -2.285 -0.885 -2.874 0.004
C -1.182 -0.972 -2.039 -0.005
N -0.790 0.047 -1.118 -0.019
N -1.511 1.071 -1.011 -0.019
C -1.225 2.130 -0.248 -0.001
C -0.027 2.235 0.507 -0.012
O 0.882 1.262 0.516 0.010
C 0.231 3.392 1.246 0.003
C -0.682 4.414 1.251 -0.007
C -1.894 4.363 0.523 0.004
C -2.805 5.442 0.553 -0.002
C -3.965 5.383 -0.169 0.003
C -4.244 4.242 -0.940 0.000
C -3.376 3.178 -0.983 0.000
C -2.184 3.220 -0.251 0.001
H 0.989 -4.093 -1.312 0.000
H 0.863 -3.452 0.336 0.000
H 2.348 -3.184 -0.645 0.000
H 0.066 -3.970 -3.044 0.000
H -1.884 -3.820 -4.511 0.000
H -3.394 -1.867 -4.411 0.000
H -2.925 -0.015 -2.830 0.000
H 1.158 3.466 1.797 0.000
H -0.470 5.306 1.830 0.000
H -2.568 6.313 1.152 0.000
H -4.666 6.205 -0.150 0.000
H -5.162 4.201 -1.511 0.000
H -3.615 2.310 -1.580 0.000
C 5.886 -2.337 2.455 0.000
C 4.963 -1.218 1.998 -0.001
C 4.178 -1.580 0.738 -0.001
C 3.191 -0.456 0.377 -0.006
Ge 2.068 -0.385 1.987 -0.014
C 2.058 1.033 3.291 -0.001
C 0.697 1.253 3.964 0.000
C 0.027 -0.024 4.464 0.000
C 0.856 -0.805 5.477 0.000
H 6.450 -2.046 3.339 0.000
H 6.601 -2.582 1.668 0.000
H 5.325 -3.241 2.696 0.000
H 5.532 -0.303 1.814 0.000
H 4.265 -0.975 2.826 0.000
H 3.668 -2.535 0.887 0.000
H 4.859 -1.722 -0.104 0.000
H 2.755 -0.586 -0.626 0.000
H 3.667 0.527 0.368 -0.001
H 1.806 -1.781 2.571 -0.002
H 2.453 1.939 2.833 0.000
H 2.800 0.681 4.017 0.000
H 0.032 1.762 3.264 0.000
H 0.854 1.941 4.798 0.000
H -0.221 -0.669 3.607 0.000
H -0.934 0.241 4.905 0.000
H 1.772 -1.221 5.046 0.000
H 0.290 -1.639 5.887 0.000
H 1.152 -0.165 6.310 0.000
```

Properties
* 2S+1: 2
* ΔE to the lowest compared entry with this formula, charge and spin: 0.118 eV
* total charge: +2

(5)
DFT (ωB97M-V with the def2-TZVPD basis set) results for C25H32FNNiO3Si as an isolated structure at a distorted geometry.

Structure (XYZ):
```
64
Properties=species:S:1:pos:R:3:lowdin_spin:R:1
C -2.282 0.890 4.484 0.000
O -1.735 2.255 4.394 0.000
C -2.168 2.866 3.093 0.000
C -1.401 2.096 1.822 0.000
C -0.626 3.165 0.831 0.000
C -1.141 3.157 -0.722 0.000
C -0.123 2.443 -1.796 0.004
C 0.761 1.213 -1.142 -0.026
C 2.340 1.508 -0.674 0.032
C 3.108 2.954 -0.872 0.002
C 3.564 3.139 -2.471 0.002
F 2.353 4.129 -0.386 0.001
C 3.230 0.320 0.024 -0.023
C 2.577 -1.157 0.272 0.042
C 1.032 -1.427 -0.232 -0.009
C 0.476 -2.973 0.085 0.369
C -0.413 -3.372 1.416 0.082
C -0.938 -4.898 1.747 -0.009
C -0.514 -6.095 0.659 0.394
C 0.374 -5.699 -0.693 0.054
C 0.897 -4.169 -1.004 0.013
C 0.074 -0.264 -0.964 0.037
Si -1.672 -0.836 -1.472 0.005
C -2.734 0.366 -2.516 0.000
C -1.700 -2.533 -2.467 0.007
C -2.714 -1.216 0.149 0.006
C 3.675 -2.114 1.021 -0.001
O 3.509 -3.295 1.622 0.019
N 4.946 -1.252 0.863 0.001
C 4.749 0.260 0.626 0.001
O 5.654 1.192 0.926 -0.008
H -2.770 0.708 5.540 0.000
H -1.357 0.142 4.405 0.000
H -3.004 0.612 3.583 0.000
H -3.337 2.817 3.006 0.000
H -1.831 4.008 3.179 0.000
H -2.106 1.368 1.235 0.000
H -0.558 1.435 2.349 0.000
H 0.520 2.993 0.986 0.000
H -0.848 4.261 1.251 0.000
H -1.215 4.301 -1.054 0.000
H -2.237 2.752 -0.727 0.000
H -0.640 2.155 -2.831 0.001
H 0.649 3.301 -2.106 0.000
H 4.133 2.941 -0.272 0.000
H 2.974 3.990 -3.016 0.000
H 3.423 2.076 -2.979 0.000
H 4.736 3.355 -2.530 0.000
H -0.703 -2.536 2.216 -0.001
H -1.553 -5.165 2.716 -0.002
H -0.835 -7.208 0.828 0.014
H 0.645 -6.534 -1.481 0.000
H 1.547 -3.876 -1.958 -0.002
H -3.267 1.236 -1.897 0.000
H -3.645 -0.277 -2.946 0.000
H -2.196 0.787 -3.496 0.000
H -2.585 -2.490 -3.261 0.002
H -0.660 -2.595 -3.044 0.000
H -1.839 -3.459 -1.753 0.002
H -2.792 -2.402 0.255 0.001
H -2.209 -0.807 1.122 0.000
H -3.843 -0.855 0.013 0.001
H 5.210 -1.546 -0.124 0.000
Ni -0.966 3.861 -3.834 0.986
```

Properties
* 2S+1: 3
* total charge: +2

(6)
DFT (ωB97M-V with the def2-TZVPD basis set) results for C25H32IN2O9V as an isolated structure at a distorted geometry.

Structure (XYZ):
```
70
Properties=species:S:1:pos:R:3:nbo_charge:R:1
V 0.323 0.190 0.263 1.280
O -2.456 0.939 -1.077 -0.629
C -2.398 1.172 0.192 0.871
O -1.547 0.659 0.933 -0.686
C -3.479 2.074 0.735 -0.183
N -4.412 2.390 -0.352 -0.654
C -4.576 3.858 -0.438 -0.218
C -3.222 4.373 0.023 -0.421
C -2.867 3.427 1.173 -0.396
H -3.937 1.559 1.579 0.237
H -5.288 1.894 -0.271 0.392
H -3.242 1.486 -1.377 0.526
H -5.370 4.214 0.223 0.182
H -4.821 4.148 -1.458 0.212
H -3.260 5.414 0.338 0.233
H -2.486 4.278 -0.780 0.222
H -3.328 3.752 2.105 0.221
H -1.793 3.346 1.337 0.244
O 1.756 -0.414 -0.034 -0.252
O 3.003 -0.935 -0.294 -0.512
O -0.112 2.455 -0.795 -0.733
C 0.668 2.779 0.130 0.761
O 1.021 1.949 1.027 -0.701
C 1.209 4.175 0.210 -0.153
C 2.189 4.488 1.144 -0.163
C 2.726 5.765 1.182 -0.187
C 2.261 6.700 0.279 0.034
C 1.277 6.419 -0.649 -0.221
C 0.755 5.138 -0.682 -0.123
N 2.845 8.065 0.301 0.532
O 3.763 8.272 1.067 -0.369
O 2.369 8.893 -0.448 -0.376
H 2.527 3.721 1.827 0.251
H 3.491 6.043 1.893 0.251
H 0.943 7.191 -1.325 0.250
H -0.002 4.866 -1.406 0.227
I -2.546 -4.034 -1.136 0.078
C -1.824 -2.060 -0.693 -0.177
H -2.104 -1.481 -1.563 0.204
H -2.366 -1.755 0.192 0.205
C -0.890 -0.835 -4.137 -0.599
C 0.112 -0.736 -2.987 -0.234
C 1.281 0.191 -3.336 -0.611
C 0.630 -2.098 -2.568 -0.064
C 1.411 -2.843 -3.442 -0.198
C 1.972 -4.046 -3.048 -0.190
C 1.798 -4.499 -1.750 -0.209
C 1.021 -3.794 -0.840 -0.027
C 0.932 -4.254 0.610 -0.247
C 2.306 -4.116 1.283 -0.603
C 0.420 -5.690 0.737 -0.597
C 0.422 -2.628 -1.306 0.350
O -0.440 -1.953 -0.403 -0.613
H -1.309 0.149 -4.365 0.207
H -1.713 -1.517 -3.900 0.202
H -0.404 -1.210 -5.040 0.208
H -0.397 -0.279 -2.141 0.199
H 1.753 -0.108 -4.275 0.199
H 2.039 0.166 -2.551 0.247
H 0.925 1.219 -3.441 0.212
H 1.596 -2.463 -4.442 0.211
H 2.572 -4.617 -3.746 0.213
H 2.283 -5.415 -1.431 0.212
H 0.243 -3.594 1.131 0.205
H 3.038 -4.769 0.798 0.200
H 2.238 -4.407 2.336 0.201
H 2.671 -3.091 1.213 0.247
H 1.030 -6.379 0.147 0.200
H -0.614 -5.785 0.396 0.212
H 0.470 -6.012 1.779 0.207
```

The evaluated DFT total energy for the records listed, in turn: -99066.0895; -133988.8706; -49580.6155; -127645.1640; -85672.5207; -81635.1483 eV.